# 1
61
Properties=species:S:1:pos:R:3:nbo_charge:R:1 method="wB97M-V/def2-TZVPD" relative_energy_kcal_mol=41.6 total_charge=+1 spin_multiplicity=3 energy_ha=-3174.5681 homo_lumo_gap_ev="8.45 / 9.08"
V -0.1824 0.5320 -0.9720 1.33
C 1.3702 0.6204 4.3058 -0.28
O 0.7688 1.1704 3.1203 -0.48
C 0.4053 0.3902 2.1059 0.93
O 0.0742 0.9585 1.0685 -0.71
N 0.3998 -0.9398 2.2789 -0.46
N -0.0006 -1.7861 1.2302 -0.64
H 1.6535 1.4766 4.9105 0.23
H 2.2675 0.0614 4.0411 0.21
H 0.6461 0.0138 4.8509 0.19
H 0.8380 -1.3310 3.1043 0.41
H -0.7217 -2.4133 1.5748 0.37
H 0.8072 -2.2911 0.8622 0.41
C -3.3601 -2.0083 -0.3337 -0.94
P -1.9781 -1.3073 -1.2591 1.02
C -1.0332 -2.8030 -1.7321 -0.96
C -2.7469 -0.8658 -2.8655 -0.72
C -1.6952 -0.7090 -3.9637 -0.71
P -0.3932 0.4565 -3.4606 0.89
C 1.0517 -0.0640 -4.4197 -0.94
C -0.8694 2.0376 -4.2014 -0.93
H -3.7021 -2.9007 -0.8575 0.24
H -4.1606 -1.2759 -0.2619 0.29
H -3.0593 -2.2795 0.6778 0.24
H -1.5870 -3.4251 -2.4373 0.24
H -0.8398 -3.4004 -0.8418 0.24
H -0.0640 -2.5505 -2.1613 0.25
H -3.3047 0.0624 -2.7128 0.27
H -3.4712 -1.6385 -3.1355 0.24
H -2.1356 -0.3602 -4.9018 0.26
H -1.2113 -1.6668 -4.1693 0.24
H 0.7921 -0.1520 -5.4767 0.25
H 1.4120 -1.0264 -4.0566 0.25
H 1.8610 0.6592 -4.3206 0.25
H -0.8419 1.9715 -5.2914 0.25
H -0.2042 2.8274 -3.8720 0.25
H -1.8774 2.2994 -3.8797 0.26
F 0.4920 4.1483 -1.2892 -0.28
C 1.2628 3.4513 -0.4474 0.27
C 2.1626 2.5460 -0.8419 -0.05
N 2.9830 1.8774 0.0638 -0.42
C 3.6435 0.6364 -0.3253 -0.32
C 2.6753 -0.5166 -0.2942 0.79
O 2.8944 -1.5545 0.2771 -0.59
O 1.5509 -0.2702 -0.9745 -0.85
C 2.8836 2.1175 1.4173 0.80
O 3.4737 1.4637 2.2410 -0.62
N 2.0602 3.1710 1.7680 -0.62
C 1.0907 3.7732 0.9841 0.62
O 0.2451 4.5041 1.4269 -0.54
H 2.3585 2.3530 -1.8895 0.24
H 4.4350 0.4235 0.3917 0.28
H 4.0768 0.7611 -1.3207 0.23
H 1.9549 3.3117 2.7687 0.44
C -3.0327 3.2682 0.2165 -0.72
C -2.8942 1.8893 -0.3508 0.83
O -3.7516 1.0460 -0.3927 -0.62
O -1.6707 1.6847 -0.9098 -0.85
H -2.1114 3.5911 0.6982 0.25
H -3.8716 3.2899 0.9060 0.24
H -3.2330 3.9624 -0.6018 0.25

# 2
48
Properties=species:S:1:pos:R:3:nbo_charge:R:1 method="wB97M-V/def2-TZVPD" relative_energy_kcal_mol=10.7 total_charge=+2 energy_ha=-774.1615 homo_lumo_gap_ev="6.12 / 5.61"
C 1.1766 -1.8857 1.6510 -1.01
H 1.0286 -1.7120 2.7889 0.26
H 0.6993 -2.7109 1.1880 0.23
H -0.7397 0.4228 1.7760 0.06
C 2.6157 -1.5970 1.2317 -0.49
H 2.7799 -1.5750 0.1179 0.21
H 2.9735 -0.6018 1.5741 0.21
C 3.6255 -2.6200 1.8211 -0.57
H 4.6640 -2.4181 1.5045 0.23
H 3.5463 -2.5875 2.9216 0.23
H 3.3166 -3.6290 1.4817 0.23
C -0.9961 0.0686 -1.7779 0.07
C 0.1152 -0.6790 -2.2413 -0.05
C 0.0555 -1.9687 -1.6490 -0.07
C -1.1066 -2.0280 -0.8275 0.13
C -1.7420 -0.7428 -0.8777 -0.19
C -2.8993 -0.3051 -0.0580 -0.64
C -1.5671 -3.2007 -0.0424 -0.68
C 0.9764 -3.1103 -1.9039 -0.67
C 1.0717 -0.2412 -3.2968 -0.67
C -1.3651 1.4416 -2.2129 -0.68
Y 0.6839 -0.1799 0.4854 1.92
H -2.2581 -2.9021 0.7565 0.25
H -2.0938 -3.9297 -0.6781 0.28
H -0.7300 -3.7436 0.4215 0.24
H -3.0662 -0.9971 0.7851 0.24
H -2.7305 0.6932 0.3801 0.21
H -3.8352 -0.2619 -0.6382 0.26
H -0.4783 2.0193 -2.5070 0.24
H -2.0523 1.4336 -3.0792 0.29
H -1.8670 1.9949 -1.4094 0.23
H 2.0054 -0.8162 -3.2461 0.24
H 0.6590 -0.3767 -4.3151 0.27
H 1.3291 0.8203 -3.1880 0.23
H 1.2470 -3.6332 -0.9768 0.24
H 0.5151 -3.8610 -2.5705 0.27
H 1.9095 -2.7807 -2.3804 0.24
C -0.1643 4.5191 2.9518 -0.40
N -0.7170 4.0713 1.6492 -0.39
C -1.3175 5.0898 0.7462 -0.40
C -0.5624 2.8844 1.2635 0.72
N -0.2169 1.7542 0.9887 -0.74
H -0.4231 5.5707 3.0685 0.25
H 0.9259 4.3904 2.9710 0.23
H -0.6030 3.9230 3.7603 0.24
H -0.7178 5.1879 -0.1682 0.23
H -2.3309 4.7777 0.4683 0.24
H -1.3397 6.0323 1.2924 0.25

# 3
50
Properties=species:S:1:pos:R:3:nbo_charge:R:1 method="wB97M-V/def2-TZVPD" smiles=Cc1ncc(CN2CCN(CCC(C)C)[C@H](CCO)C2)s1 relative_energy_kcal_mol=49.7 energy_ha=-1264.7470 homo_lumo_gap_ev=8.85
C -7.4473 -0.7206 0.9115 -0.66
C -6.0977 -0.2052 0.5882 0.09
N -5.3431 0.4509 1.3884 -0.44
C -4.1648 0.8047 0.8223 -0.06
C -3.9856 0.4120 -0.4672 -0.22
C -2.8095 0.6483 -1.3530 -0.25
N -1.5735 0.4589 -0.6171 -0.44
C -1.3566 -0.9316 -0.2601 -0.25
C -0.1245 -1.0193 0.6438 -0.21
N 1.0746 -0.4811 0.0361 -0.46
C 1.7418 -1.3626 -0.9061 -0.21
C 3.2396 -1.0484 -0.9929 -0.40
C 3.9293 -1.0345 0.3751 -0.23
C 5.2865 -0.3416 0.2725 -0.60
C 4.1026 -2.4453 0.9313 -0.60
C 0.8383 0.8655 -0.4619 -0.07
C 0.7617 1.8525 0.7136 -0.43
C 1.3772 3.2038 0.3497 -0.06
O 2.7221 3.0932 -0.0538 -0.72
C -0.4199 0.9601 -1.3397 -0.23
S -5.3852 -0.4613 -1.0029 0.36
H -7.6902 -0.4594 1.9378 0.24
H -7.4802 -1.8031 0.7959 0.23
H -8.1901 -0.2875 0.2429 0.23
H -3.4469 1.3548 1.4012 0.22
H -2.8319 1.6851 -1.7097 0.22
H -2.8763 -0.0118 -2.2379 0.18
H -1.2144 -1.5598 -1.1599 0.16
H -2.2327 -1.2981 0.2793 0.22
H -0.3267 -0.4424 1.5502 0.20
H 0.0546 -2.0574 0.9312 0.20
H 1.3131 -1.3122 -1.9204 0.17
H 1.6128 -2.3863 -0.5487 0.20
H 3.7128 -1.7906 -1.6394 0.20
H 3.3756 -0.0725 -1.4624 0.20
H 3.2892 -0.4682 1.0585 0.21
H 5.1752 0.6754 -0.0980 0.20
H 5.7717 -0.3022 1.2454 0.20
H 5.9372 -0.8838 -0.4108 0.20
H 3.1400 -2.9312 1.0637 0.20
H 4.5999 -2.4127 1.8982 0.21
H 4.7068 -3.0493 0.2568 0.20
H 1.7008 1.1478 -1.0725 0.22
H -0.2751 1.9937 1.0166 0.22
H 1.3158 1.4280 1.5544 0.21
H 0.8556 3.6503 -0.5000 0.17
H 1.2915 3.8898 1.2057 0.16
H 3.2011 2.6019 0.6241 0.46
H -0.2598 0.3972 -2.2786 0.17
H -0.5956 2.0060 -1.6013 0.20